The following is a DFT calculation (the ωB97M-V functional and the def2-TZVPD basis) of an isolated ion of composition C5H13N2O and charge +2.

Total charge: +2
HOMO-LUMO gap (alpha / beta): 9.09 / 5.40 eV
LUMO (alpha / beta): -9.05 / -12.70 eV
ΔE to the lowest compared entry with this formula, charge and spin: 3.086 eV
Spin multiplicity: 2

Each line ends with the Mulliken spin population.
Geometry (Å):
C  1.101  -0.691  1.132  0.000
N  0.372  0.044  0.094  0.009
C  -1.097  0.076  0.300  -0.001
C  -1.779  0.568  -0.959  0.131
C  -1.928  -0.456  -2.189  -0.006
O  -1.378  -1.486  -2.519  0.696
C  2.345  0.101  1.636  0.000
N  1.806  1.452  1.843  0.000
H  0.382  -0.857  1.980  0.000
H  1.527  -1.611  0.749  0.001
H  0.598  -0.414  -0.738  0.001
H  -1.356  -0.965  0.568  0.007
H  -1.428  0.695  1.145  0.012
H  -2.841  0.910  -0.602  -0.002
H  -1.228  1.298  -1.478  -0.006
H  -2.737  -0.187  -3.066  0.157
H  2.975  0.264  0.655  0.000
H  3.139  -0.365  2.340  0.000
H  2.581  2.100  1.937  0.000
H  1.228  1.418  0.997  0.000
H  1.090  1.543  2.580  0.000



The following is a DFT calculation (the ωB97M-V functional and the def2-TZVPD basis) of an isolated ion of composition C5H13N2O3 and charge +1.

Total charge: +1
HOMO-LUMO gap (alpha / beta): 6.14 / 9.46 eV
LUMO (alpha / beta): -3.00 / -4.52 eV
Spin multiplicity: 3

Each line ends with the Mulliken spin population.
Geometry (Å):
C  0.307  1.381  0.659  0.045
C  -0.940  1.446  -0.239  0.032
C  1.290  0.267  0.216  0.022
C  0.516  -1.008  -0.040  0.748
C  -1.658  0.137  -0.317  0.747
N  2.061  0.532  -0.986  0.002
N  0.141  -1.771  1.198  0.038
O  1.002  -1.878  -0.976  0.109
O  -2.204  -0.364  0.820  0.079
O  -2.268  -0.311  -1.422  0.111
H  0.815  2.345  0.637  -0.004
H  -0.008  1.195  1.686  0.001
H  -1.613  2.200  0.182  0.031
H  -0.665  1.765  -1.247  -0.001
H  2.015  0.127  1.033  0.017
H  1.465  0.857  -1.742  0.002
H  2.780  1.228  -0.823  0.002
H  -0.809  -1.444  1.484  0.003
H  0.796  -1.660  1.986  0.021
H  0.104  -2.761  0.922  -0.006
H  1.798  -1.478  -1.374  0.009
H  -2.986  -0.892  0.582  -0.002
H  -1.941  0.088  -2.237  -0.004



The following is a DFT calculation (the ωB97M-V functional and the def2-TZVPD basis) of C5H13N2PS in the gas phase.

HOMO-LUMO gap (alpha / beta): 7.93 / 6.20 eV
LUMO (alpha / beta): -0.23 / -0.53 eV
ΔE to the lowest compared entry with this formula, charge and spin: 1.854 eV

Each line ends with the Mulliken charge.
Geometry (Å):
C  -1.575  -1.721  -0.664  -0.306
C  -1.413  -0.888  0.711  -0.766
C  -0.716  -0.773  -2.534  -0.791
C  -0.745  1.112  -0.216  -1.065
C  3.237  1.668  2.402  -0.887
N  -1.826  -0.834  -1.699  -0.485
N  -0.279  0.063  0.670  0.231
P  1.339  -0.240  0.870  -0.206
S  2.141  1.708  0.979  -0.096
H  -0.667  -2.274  -0.874  0.386
H  -2.472  -2.396  -0.438  0.316
H  -2.362  -0.411  0.959  0.342
H  -1.142  -1.575  1.623  0.312
H  -0.760  0.023  -3.363  0.298
H  0.301  -0.630  -1.965  0.238
H  -0.469  -1.751  -3.175  0.303
H  -1.103  0.627  -1.181  0.486
H  -1.623  1.388  0.126  0.518
H  0.100  1.830  -0.336  0.244
H  3.924  2.449  2.149  0.283
H  3.478  0.705  2.657  0.368
H  2.634  1.919  3.300  0.277



The following is a DFT calculation (the ωB97M-V functional and the def2-TZVPD basis) of C5H13N2S as an isolated structure.

Total charge: +1
HOMO-LUMO gap (alpha / beta): 7.29 / 7.29 eV
LUMO (alpha / beta): -5.73 / -5.73 eV
ΔE to the lowest compared entry with this formula, charge and spin: 1.988 eV

Each line ends with the Mulliken charge.
Geometry (Å):
C  -0.459  1.948  0.373  0.106
C  0.603  1.666  -0.453  -0.417
C  0.040  -1.127  -1.674  -0.571
C  -1.200  -1.157  0.415  -1.095
C  1.235  -1.270  0.433  -1.090
N  -0.385  2.099  1.685  -0.285
N  0.036  -0.951  -0.299  0.225
S  0.401  1.707  -2.130  -0.186
H  -1.443  2.043  -0.070  0.389
H  1.606  1.589  -0.055  0.373
H  0.140  -0.081  -2.195  -0.037
H  0.909  -1.667  -2.043  0.444
H  -0.891  -1.528  -2.069  0.412
H  -1.402  -2.226  0.546  0.372
H  -1.140  -0.704  1.403  0.342
H  -2.029  -0.716  -0.135  0.401
H  1.211  -0.796  1.414  0.307
H  1.332  -2.350  0.581  0.389
H  2.114  -0.921  -0.107  0.417
H  0.514  2.103  2.147  0.241
H  -1.193  2.340  2.233  0.264



The following is a DFT calculation (the ωB97M-V functional and the def2-TZVPD basis) of an isolated ion of composition C5H13N2S and charge +1.

Total charge: +1
HOMO-LUMO gap (alpha / beta): 5.39 / 7.20 eV
LUMO (alpha / beta): -3.01 / -6.43 eV
ΔE to the lowest compared entry with this formula, charge and spin: 4.112 eV
Spin multiplicity: 3

Each line ends with the Mulliken spin population.
Geometry (Å):
C  0.624  -1.131  0.874  0.127
C  0.710  0.261  -1.333  0.399
C  -0.768  -0.524  0.427  0.006
C  -1.645  -1.589  -0.169  0.012
C  0.153  1.772  0.393  0.018
N  2.809  0.417  0.413  0.838
N  -0.357  0.612  -0.413  0.014
S  2.030  -0.642  -0.309  0.645
H  0.811  -0.894  1.849  0.020
H  0.767  -2.181  0.807  -0.027
H  0.296  -0.740  -1.871  -0.020
H  0.879  1.045  -2.006  -0.030
H  -1.366  -0.061  1.217  -0.001
H  -1.333  -2.570  0.345  -0.002
H  -1.488  -1.699  -1.215  -0.001
H  -2.611  -1.388  0.050  0.000
H  -0.504  1.939  1.267  0.002
H  1.159  1.619  0.634  0.001
H  0.082  2.585  -0.378  0.001
H  3.873  0.323  0.275  -0.021
H  -1.133  1.108  -0.872  0.016



The following is a DFT calculation (the ωB97M-V functional and the def2-TZVPD basis) of C5H13N3 as an isolated structure.

HOMO-LUMO gap: 8.54 eV
LUMO: 0.26 eV
ΔE to the lowest compared entry with this formula, charge and spin: 12.862 eV

Each line ends with the Mulliken charge.
Geometry (Å):
C  -1.509  -1.440  -0.838  -0.632
C  -1.425  0.142  -0.196  -0.454
C  -0.001  0.787  -0.160  -0.414
C  -0.075  1.643  1.283  -0.882
C  1.403  -1.194  0.516  -0.031
H  -1.446  -2.720  -0.016  0.223
H  -3.007  -1.003  -1.078  0.220
H  -0.360  -1.293  -1.990  0.141
H  -1.850  -0.047  0.908  0.253
H  -2.210  0.971  -0.965  0.333
H  0.206  1.657  -0.942  0.303
H  -0.999  2.324  0.723  0.236
H  0.791  2.569  1.566  0.240
H  -0.417  1.058  2.183  0.288
H  1.213  0.552  -2.334  0.324
H  2.740  0.963  -1.243  0.254
H  2.399  -1.428  0.356  0.464
H  0.891  -2.086  2.346  0.198
N  1.084  -0.174  -0.310  0.580
N  1.897  0.163  -1.361  -1.094
N  0.676  -1.446  1.552  -0.550



The following is a DFT calculation (the ωB97M-V functional and the def2-TZVPD basis) of a 2-piece molecular cluster, C5H13N3 overall.

HOMO-LUMO gap: 8.83 eV
SMILES: C=CN(C)N.C=CN
LUMO: 0.90 eV
ΔE to the lowest compared entry with this formula, charge and spin: 2.435 eV

Each line ends with the Mulliken charge.
Geometry (Å):
C  2.183  0.745  0.087  -1.130
N  1.173  -0.042  -0.587  0.387
N  1.663  -1.316  -0.968  -0.747
N  -0.710  -0.820  1.759  -0.520
H  2.137  -1.285  -1.873  0.232
H  0.883  -1.963  -1.042  0.257
H  0.097  -0.651  1.177  0.266
H  -0.734  -1.740  2.173  0.208
H  2.832  1.282  -0.616  0.388
H  2.787  0.067  0.685  0.323
H  1.694  1.464  0.742  0.343
C  0.299  0.600  -1.452  0.019
C  -1.914  -0.386  1.245  0.233
C  0.085  1.907  -1.543  -0.878
C  -3.101  -0.916  1.515  -0.935
H  -0.289  -0.092  -2.045  0.303
H  -1.827  0.498  0.627  0.250
H  0.633  2.633  -0.973  0.251
H  -3.201  -1.793  2.132  0.237
H  -0.684  2.284  -2.192  0.259
H  -4.008  -0.477  1.145  0.254



The following is a DFT calculation (the ωB97M-V functional and the def2-TZVPD basis) of a 2-piece molecular cluster, C5H13N3 overall.

HOMO-LUMO gap: 9.91 eV
SMILES: [H]/N=N\CC.CC(C)=N
LUMO: 0.99 eV
ΔE to the lowest compared entry with this formula, charge and spin: 2.110 eV

Each line ends with the Mulliken charge.
Geometry (Å):
C  1.526  -0.392  0.062  1.112
C  -1.787  0.042  0.607  -0.209
C  1.214  -0.884  -1.318  -1.321
C  2.587  0.672  0.148  -1.292
C  -2.841  -0.538  -0.323  -1.270
N  1.076  -1.060  1.052  -0.764
N  -0.898  0.977  -0.120  0.197
N  -0.550  2.044  0.342  -0.630
H  1.342  -0.685  1.963  0.201
H  -0.884  2.241  1.317  0.234
H  -1.149  -0.763  0.994  0.244
H  -2.235  0.562  1.472  0.487
H  2.814  0.928  1.182  0.344
H  0.775  -1.878  -1.277  0.333
H  2.095  -0.911  -1.955  0.401
H  0.491  -0.212  -1.779  0.292
H  2.229  1.568  -0.360  0.330
H  3.497  0.345  -0.353  0.342
H  -3.427  -1.290  0.202  0.347
H  -3.511  0.244  -0.678  0.337
H  -2.364  -1.010  -1.178  0.286



The following is a DFT calculation (the ωB97M-V functional and the def2-TZVPD basis) of C5H13N3 as an isolated structure.

HOMO-LUMO gap: 3.83 eV
LUMO: -2.41 eV
ΔE to the lowest compared entry with this formula, charge and spin: 7.943 eV

Each line ends with the Mulliken charge.
Geometry (Å):
C  1.999  1.067  1.244  -0.832
C  1.221  0.205  0.216  -0.235
C  -0.135  -0.217  0.681  -0.382
C  -1.190  -0.402  -0.247  0.410
C  -2.557  -0.445  0.268  -0.292
N  -3.598  -0.866  -0.674  -0.576
N  -1.015  -0.413  -1.735  -0.444
N  4.243  0.794  0.262  -0.692
H  3.015  0.937  0.736  0.264
H  2.084  0.501  2.225  0.241
H  2.000  2.153  1.364  0.370
H  1.932  -0.716  0.194  0.164
H  1.371  0.634  -0.792  0.285
H  -0.393  -0.011  1.739  0.281
H  -2.724  -0.285  1.355  0.308
H  -4.394  -0.266  -0.583  0.253
H  -3.957  -1.745  -0.330  0.255
H  -1.809  -0.172  -2.301  0.244
H  -0.159  -0.034  -2.004  0.223
H  5.056  1.256  -0.058  0.072
H  4.546  -0.110  0.506  0.082



The following is a DFT calculation (the ωB97M-V functional and the def2-TZVPD basis) of a 2-piece molecular cluster, C5H13N3O overall.

HOMO-LUMO gap (alpha / beta): 7.51 / 7.51 eV
LUMO (alpha / beta): 0.17 / 0.17 eV
ΔE to the lowest compared entry with this formula, charge and spin: 4.950 eV

Each line ends with the Mulliken charge.
Geometry (Å):
C  0.929  0.945  -0.272  0.618
C  1.735  0.123  -1.226  -1.508
C  1.522  1.309  1.050  -1.231
C  -1.924  1.192  0.404  -0.432
N  -1.044  0.488  -0.161  -0.162
H  0.525  1.814  -0.784  0.358
H  1.090  -0.445  -1.900  0.403
H  2.354  0.802  -1.831  0.402
H  2.406  -0.571  -0.718  0.299
H  2.182  2.176  0.900  0.425
H  2.090  0.489  1.484  0.289
H  0.751  1.604  1.761  0.341
H  -2.685  0.764  1.054  0.278
H  -1.889  2.278  0.284  0.297
C  -1.008  -1.083  0.115  0.759
N  -1.125  -1.670  -1.193  -0.614
O  -2.116  -1.451  0.936  -0.535
N  0.192  -1.222  0.781  -0.995
H  -1.709  -1.621  1.796  0.340
H  -2.043  -1.468  -1.580  0.230
H  -1.056  -2.678  -1.104  0.259
H  0.821  -1.774  0.204  0.179



The following is a DFT calculation (the ωB97M-V functional and the def2-TZVPD basis) of C5H13N3O in the gas phase.

HOMO-LUMO gap: 8.64 eV
SMILES: [H]/N=C(\C)[C@H](O)N(N)CC
LUMO: 0.97 eV
ΔE to the lowest compared entry with this formula, charge and spin: 2.958 eV

Each line ends with the Mulliken charge.
Geometry (Å):
C  -0.641  1.277  -1.006  -0.490
C  1.529  -0.116  1.336  -1.456
C  0.387  0.659  -1.946  -1.081
C  0.671  -1.141  0.644  1.003
N  1.168  -2.313  0.361  -0.794
H  2.152  -2.362  0.657  0.274
H  -1.480  1.621  -1.624  0.346
H  -0.184  2.190  -0.598  0.347
H  0.998  0.805  1.565  0.336
H  1.914  -0.539  2.268  0.437
H  2.378  0.123  0.689  0.362
H  0.053  -0.289  -2.372  0.291
H  1.348  0.510  -1.448  0.214
H  0.568  1.342  -2.784  0.395
N  -1.507  1.254  1.261  -0.711
C  -0.818  -0.900  0.333  -0.456
O  -1.192  -1.743  -0.754  -0.624
N  -1.221  0.477  0.071  0.307
H  -0.580  -2.504  -0.674  0.397
H  -1.939  2.148  1.007  0.252
H  -2.233  0.788  1.817  0.234
H  -1.372  -1.285  1.198  0.416



The following is a DFT calculation (the ωB97M-V functional and the def2-TZVPD basis) of C5H13N3O in the gas phase.

HOMO-LUMO gap: 9.10 eV
SMILES: CN(N)C(=O)C(C)(C)N
LUMO: 0.83 eV
ΔE to the lowest compared entry with this formula, charge and spin: 3.423 eV

Each line ends with the Mulliken charge.
Geometry (Å):
C  1.018  -0.065  0.296  1.541
C  -2.513  0.851  -0.069  -1.033
C  1.204  -1.567  0.227  -1.664
C  1.324  0.673  -0.992  -1.597
N  -1.431  -0.111  -0.026  0.133
C  -0.173  0.356  1.002  0.322
N  -1.375  -0.927  -1.154  -0.649
N  2.231  0.484  1.396  -0.799
O  -0.472  0.934  1.993  -0.501
H  -1.668  -0.458  -2.009  0.208
H  -1.929  -1.768  -1.014  0.225
H  2.060  0.061  2.307  0.267
H  2.126  1.489  1.532  0.265
H  -3.478  0.329  -0.046  0.297
H  -2.453  1.484  0.814  0.349
H  -2.467  1.479  -0.969  0.313
H  0.637  -1.966  -0.612  0.420
H  0.870  -2.053  1.142  0.351
H  2.265  -1.769  0.090  0.438
H  2.386  0.556  -1.199  0.435
H  0.735  0.253  -1.806  0.345
H  1.104  1.735  -0.904  0.333



Computed values of calculated total energy (unit: eV) for the preceding records, in sequence: -10402.286; -14508.474; -28495.391; -19202.882; -19196.830; -9853.504; -9863.932; -9864.256; -9858.423; -11909.667; -11911.659; -11911.194.